{
  "formula": "C42H49BCsN4O4",
  "method": "ωB97M-V/def2-TZVPD",
  "charge": -1,
  "e_lumo_ev": 1.81,
  "max_force_ev_per_a": 0.5,
  "orbital_gap_ev": 5.012,
  "energy_ha": -2194.82220,
  "de_lowest_kj_mol": 24.2,
  "elements": ["Cs", "N", "C", "C", "N", "H", "H", "H", "H", "H", "H", "H", "H", "C", "C", "C", "C", "C", "C", "N", "N", "C", "C", "C", "C", "C", "C", "H", "H", "H", "H", "H", "H", "H", "H", "H", "C", "C", "C", "C", "C", "C", "C", "C", "O", "B", "O", "C", "C", "H", "H", "H", "H", "H", "H", "H", "H", "H", "H", "H", "H", "C", "C", "O", "C", "C", "C", "C", "C", "C", "H", "H", "H", "H", "H", "H", "H", "H", "C", "C", "C", "C", "C", "C", "C", "O", "C", "C", "C", "H", "H", "H", "H", "H", "H", "H", "H", "H", "H", "H", "H"],
  "positions_angstrom": [[0.188, 0.462, -1.324], [0.130, 1.169, 1.906], [0.464, 1.914, 3.107], [1.935, 1.772, 3.471], [2.812, 1.956, 2.316], [-0.849, 1.224, 1.626], [0.329, 0.181, 2.028], [-0.131, 1.637, 3.991], [0.257, 2.969, 2.906], [2.106, 0.773, 3.893], [2.142, 2.488, 4.275], [3.618, 2.518, 2.548], [2.319, 2.417, 1.559], [2.949, 5.393, 1.571], [3.629, 4.876, 0.472], [2.934, 4.326, -0.592], [1.542, 4.295, -0.562], [0.860, 4.805, 0.537], [1.562, 5.351, 1.602], [0.727, 3.776, -1.620], [1.363, 3.132, -2.473], [0.588, 2.606, -3.562], [-0.589, 3.274, -3.932], [-1.348, 2.761, -4.964], [-0.916, 1.594, -5.595], [0.261, 0.972, -5.197], [1.098, 1.437, -4.157], [3.500, 5.824, 2.397], [4.712, 4.906, 0.447], [3.443, 3.915, -1.454], [-0.222, 4.759, 0.535], [1.025, 5.745, 2.457], [-0.873, 4.186, -3.420], [-2.258, 3.256, -5.282], [-1.502, 1.180, -6.411], [0.556, 0.078, -5.747], [-9.645, 1.610, -1.321], [-8.854, 2.040, -0.078], [-9.681, 1.727, 1.177], [-8.656, 3.555, -0.148], [-7.524, 1.284, -0.020], [-7.534, -0.111, 0.026], [-6.362, -0.867, 0.085], [-5.164, -0.187, 0.100], [-3.895, -0.665, 0.156], [-2.977, 0.459, 0.152], [-3.847, 1.621, 0.083], [-5.136, 1.198, 0.056], [-6.291, 1.950, -0.005], [-10.595, 2.149, -1.374], [-9.862, 0.542, -1.305], [-9.076, 1.822, -2.228], [-10.634, 2.264, 1.151], [-9.139, 2.028, 2.076], [-9.892, 0.661, 1.256], [-9.630, 4.048, -0.196], [-8.088, 3.844, -1.034], [-8.132, 3.932, 0.732], [-8.482, -0.637, 0.016], [-6.392, -1.948, 0.118], [-6.218, 3.028, -0.043], [0.359, -4.217, 0.820], [0.855, -3.586, -0.457], [0.221, -2.713, -1.006], [2.146, -4.063, -1.051], [2.619, -3.430, -2.199], [3.805, -3.843, -2.783], [4.524, -4.893, -2.225], [4.064, -5.521, -1.077], [2.878, -5.105, -0.490], [-0.543, -3.698, 1.134], [1.121, -4.153, 1.599], [0.138, -5.274, 0.658], [2.051, -2.609, -2.617], [4.165, -3.344, -3.673], [5.450, -5.219, -2.684], [4.631, -6.331, -0.635], [2.529, -5.594, 0.411], [5.498, -5.244, 3.323], [5.209, -4.110, 2.378], [4.026, -3.391, 2.464], [3.722, -2.360, 1.580], [2.441, -1.602, 1.765], [4.648, -2.045, 0.570], [4.363, -0.995, -0.434], [3.307, -0.431, -0.591], [5.865, -2.745, 0.486], [6.913, -2.430, -0.554], [6.122, -3.766, 1.389], [4.821, -5.230, 4.176], [6.522, -5.196, 3.695], [5.379, -6.206, 2.818], [3.316, -3.628, 3.249], [1.930, -1.955, 2.663], [1.775, -1.720, 0.911], [2.633, -0.529, 1.845], [5.210, -0.729, -1.090], [6.518, -2.511, -1.567], [7.745, -3.127, -0.463], [7.309, -1.420, -0.433], [7.058, -4.311, 1.316]],
  "atomic_forces_ev_per_a": [[0.0, -0.4, 0.3], [0.3, -0.2, -0.1], [-0.2, 0.2, 0.0], [0.0, 0.0, 0.0], [0.1, -0.1, 0.0], [-0.1, 0.0, 0.0], [-0.1, 0.0, 0.1], [0.0, 0.0, 0.0], [0.0, 0.0, 0.0], [0.0, 0.0, 0.0], [0.0, 0.0, 0.0], [0.0, 0.0, 0.0], [0.0, 0.0, 0.0], [0.0, 0.0, 0.0], [0.0, 0.0, 0.0], [0.0, 0.0, 0.0], [0.0, 0.0, 0.0], [0.0, 0.0, 0.0], [0.0, 0.0, 0.0], [0.0, 0.0, 0.0], [0.1, 0.1, 0.0], [0.1, 0.2, -0.2], [0.1, 0.0, 0.0], [0.0, 0.0, 0.0], [0.0, 0.0, 0.0], [0.0, 0.0, 0.0], [0.0, 0.2, -0.1], [0.0, 0.0, 0.0], [0.0, 0.0, 0.0], [0.0, 0.0, 0.0], [0.0, 0.0, 0.0], [0.0, 0.0, 0.0], [-0.1, 0.0, 0.0], [0.0, 0.0, 0.0], [0.0, 0.0, 0.0], [0.0, 0.0, 0.0], [0.0, 0.0, 0.0], [0.0, 0.0, 0.0], [0.0, 0.0, 0.0], [0.0, 0.0, 0.0], [0.0, 0.0, 0.0], [0.0, 0.0, 0.0], [0.0, 0.0, 0.0], [0.0, 0.0, 0.0], [0.0, 0.0, 0.0], [0.0, 0.1, 0.2], [-0.1, 0.0, 0.0], [0.0, 0.0, 0.0], [0.0, 0.0, 0.0], [0.0, 0.0, 0.0], [0.0, 0.0, 0.0], [0.0, 0.0, 0.0], [0.0, 0.0, 0.0], [0.0, 0.0, 0.0], [0.0, 0.0, 0.0], [0.0, 0.0, 0.0], [0.0, 0.0, 0.0], [0.0, 0.0, 0.0], [0.0, 0.0, 0.0], [0.0, 0.0, 0.0], [0.0, 0.0, 0.0], [0.0, 0.0, 0.0], [0.0, -0.1, -0.1], [0.0, 0.0, 0.0], [0.0, 0.0, 0.0], [0.0, 0.0, 0.0], [0.0, 0.0, 0.0], [0.0, 0.0, 0.0], [0.0, 0.0, 0.0], [0.0, 0.0, 0.0], [0.0, 0.0, 0.0], [0.0, 0.0, 0.0], [0.0, 0.0, 0.0], [0.0, 0.0, 0.0], [0.0, 0.0, 0.0], [0.0, 0.0, 0.0], [0.0, 0.0, 0.0], [0.0, 0.0, 0.0], [0.0, 0.0, 0.0], [0.0, 0.0, 0.0], [0.0, 0.0, 0.0], [0.0, 0.0, 0.0], [0.0, 0.1, 0.0], [0.0, 0.0, 0.0], [0.0, 0.1, -0.1], [-0.1, -0.1, 0.1], [0.0, 0.0, 0.0], [0.0, 0.0, 0.0], [0.0, 0.0, 0.0], [0.0, 0.0, 0.0], [0.0, 0.0, 0.0], [0.0, 0.0, 0.0], [0.0, 0.0, 0.0], [0.0, 0.0, 0.0], [0.0, 0.0, 0.0], [0.0, 0.0, 0.0], [0.0, 0.0, 0.0], [0.0, 0.0, 0.0], [0.0, 0.0, 0.0], [0.0, 0.0, 0.0], [0.0, 0.0, 0.0]]
}

{
  "formula": "C4H8O",
  "method": "ωB97M-V/def2-TZVPD",
  "smiles": "C=CC=C.O",
  "e_lumo_ev": 0.32,
  "max_force_ev_per_a": 2.3,
  "orbital_gap_ev": 8.674,
  "energy_ha": -232.34076,
  "de_lowest_kj_mol": 275.4,
  "elements": ["C", "C", "C", "C", "H", "H", "H", "H", "H", "H", "H", "H", "O"],
  "positions_angstrom": [[-3.038, 2.028, -0.263], [-1.736, 1.790, -0.622], [-0.978, 0.829, 0.149], [0.259, 0.374, -0.197], [-3.565, 2.040, 0.698], [-3.867, 2.066, -0.966], [-1.169, 2.388, -1.363], [-1.572, 0.150, 0.785], [0.845, 0.830, -0.988], [0.693, -0.561, 0.103], [4.180, -3.408, 0.640], [4.934, -4.729, 1.107], [5.014, -3.795, 0.916]],
  "atomic_forces_ev_per_a": [[-0.4, -0.3, -1.0], [-0.8, 1.1, 1.6], [1.5, -1.7, 0.0], [-1.1, 0.7, -0.4], [1.2, -1.3, 0.3], [0.6, 1.5, -0.8], [-0.9, -1.1, -0.4], [0.3, 0.7, 0.1], [-0.1, 0.4, 0.0], [-0.2, -0.2, 0.7], [-0.1, -0.5, 0.1], [-0.5, -0.1, -0.1], [0.6, 0.6, 0.0]]
}

{
  "formula": "C4H2O2Sn",
  "method": "ωB97M-V/def2-TZVPD",
  "e_lumo_ev": [-2.41, -2.42],
  "max_force_ev_per_a": 6.6,
  "orbital_gap_ev": [5.128, 5.052],
  "energy_ha": -518.17348,
  "de_lowest_kj_mol": 0.0,
  "elements": ["O", "C", "H", "C", "C", "C", "O", "Sn", "H"],
  "positions_angstrom": [[2.751, 0.674, -0.214], [1.675, 0.188, 0.120], [1.576, -0.359, 1.086], [-1.389, -1.162, 0.547], [-0.569, -0.515, -0.251], [0.414, 0.347, -0.620], [0.364, 0.780, -1.874], [-2.573, -0.132, 1.716], [-1.358, -2.264, 0.532]],
  "atomic_forces_ev_per_a": [[-2.0, -1.1, 0.4], [2.7, 1.6, 1.0], [0.1, -0.1, -0.3], [0.8, -4.0, -1.5], [0.0, 1.3, 2.6], [-1.1, 0.1, -6.5], [0.5, -0.2, 3.7], [-0.7, 2.1, 0.8], [-0.2, 0.2, -0.2]]
}